{"formula": "C29H20CaCl2F5N5O5S2Se2", "method": "ωB97M-V/def2-TZVPD", "relative_energy_ev": 2.485, "charge": -2, "lumo_energy_ev": 4.0, "homo_ev": -2.105, "energy_ha": -9463.872517, "symbols": ["Ca", "O", "C", "N", "C", "C", "C", "C", "C", "C", "N", "C", "C", "C", "C", "C", "N", "H", "H", "H", "H", "H", "H", "H", "H", "H", "H", "Se", "Se", "C", "C", "C", "C", "C", "N", "C", "C", "C", "C", "C", "N", "H", "H", "H", "H", "H", "H", "H", "H", "O", "S", "O", "O", "O", "F", "C", "C", "F", "C", "F", "C", "S", "C", "F", "C", "F", "Cl", "C", "Cl", "H", "H"], "positions_angstrom": [[0.930, 0.186, 0.063], [-3.000, -1.642, 0.898], [-1.976, -0.932, 0.864], [-0.905, -1.090, 0.085], [-1.039, -2.223, -0.809], [0.083, -2.293, -1.826], [0.306, -3.474, -2.534], [1.346, -3.537, -3.438], [2.137, -2.413, -3.637], [1.841, -1.270, -2.921], [0.837, -1.203, -2.031], [-1.889, 0.248, 1.814], [-2.308, 0.096, 3.134], [-2.203, 1.172, 3.989], [-1.707, 2.374, 3.497], [-1.333, 2.437, 2.170], [-1.412, 1.398, 1.332], [-1.990, -2.172, -1.359], [-1.085, -3.176, -0.267], [-0.329, -4.332, -2.345], [1.550, -4.456, -3.976], [2.975, -2.423, -4.321], [2.423, -0.363, -3.038], [-2.669, -0.869, 3.461], [-2.486, 1.073, 5.031], [-1.597, 3.243, 4.134], [-0.940, 3.356, 1.746], [0.268, 2.297, -1.934], [-1.963, 3.141, -1.975], [-2.766, 1.474, -2.473], [-4.120, 1.257, -2.200], [-4.675, 0.039, -2.535], [-3.876, -0.934, -3.120], [-2.546, -0.626, -3.349], [-2.001, 0.556, -3.051], [0.962, 3.202, -0.376], [1.226, 4.541, -0.309], [1.920, 4.975, 0.867], [2.506, 4.072, 1.686], [2.452, 2.643, 1.306], [1.310, 2.306, 0.567], [-4.697, 2.024, -1.699], [-5.717, -0.165, -2.316], [-4.269, -1.909, -3.377], [-1.872, -1.359, -3.784], [0.899, 5.225, -1.079], [1.958, 6.034, 1.105], [3.013, 4.353, 2.601], [2.592, 1.970, 2.142], [5.006, 0.848, -1.014], [3.651, 1.137, -0.605], [3.744, 2.328, 0.407], [2.785, 1.525, -1.731], [3.011, -0.010, 0.103], [1.873, 2.362, 8.282], [1.702, 1.605, 7.177], [2.624, 1.626, 6.153], [3.718, 2.403, 6.274], [2.438, 0.848, 5.026], [3.408, 0.905, 4.101], [1.331, 0.008, 4.831], [1.091, -0.976, 3.430], [0.433, 0.019, 5.908], [-0.666, -0.756, 5.875], [0.603, 0.786, 7.045], [-0.305, 0.740, 8.044], [4.690, -4.179, -0.003], [3.835, -2.799, 0.759], [2.083, -2.940, 0.614], [4.134, -1.882, 0.271], [4.076, -2.790, 1.813]], "mulliken_charge": [1.26, -0.84, -0.18, -0.04, -1.06, 0.06, -0.95, -0.36, -0.94, -0.71, 1.08, 0.68, -0.89, -0.13, -0.93, -0.24, 0.10, 0.47, 0.49, 0.47, 0.40, 0.42, 0.46, 0.43, 0.44, 0.41, 0.31, 0.31, -0.23, 0.43, -0.64, -0.36, -0.49, -0.37, -0.26, 0.17, -0.94, -0.24, -1.36, 0.51, 0.50, 0.34, 0.34, 0.40, 0.52, 0.38, 0.38, 0.49, -0.11, -0.76, 1.26, -0.40, -0.59, -0.69, -0.35, 0.73, 0.00, -0.34, 0.01, -0.44, 0.18, -0.21, 0.12, -0.44, 0.27, -0.35, -0.25, 0.16, -0.02, -0.21, 0.36]}



{"formula": "C5H8F5MnO6SV", "method": "ωB97M-V/def2-TZVPD", "charge": 1, "multiplicity": 7, "lumo_energy_ev": [-7.0, -6.6], "homo_ev": [-11.992, -11.992], "energy_ha": -3639.019365, "symbols": ["O", "V", "Mn", "F", "F", "C", "F", "F", "F", "S", "O", "O", "O", "O", "C", "O", "C", "C", "C", "H", "H", "H", "H", "H", "H", "H", "H"], "positions_angstrom": [[-3.843, 1.329, -1.725], [-3.269, 0.908, -3.155], [-0.062, 1.183, -4.333], [-1.255, 1.672, -2.570], [-2.159, 1.188, -5.193], [-0.250, -2.468, -1.697], [0.718, -3.249, -2.155], [-0.982, -3.160, -0.802], [0.208, -1.473, -0.958], [-1.436, -1.767, -3.071], [-0.580, -0.845, -3.846], [-1.881, -2.924, -3.801], [-2.552, -1.032, -2.393], [3.167, 0.287, 2.563], [2.160, 0.411, 3.267], [0.958, 0.256, 2.845], [0.744, 0.119, 1.488], [0.009, 1.360, 0.984], [2.175, 0.866, 4.730], [0.091, -0.701, 1.189], [1.668, -0.100, 0.953], [-0.933, 1.503, 1.513], [-0.036, 1.378, -0.105], [0.528, 2.267, 1.292], [1.902, 1.921, 4.694], [3.244, 0.941, 4.933], [1.664, 0.131, 5.352]], "nbo_charge": [-0.32, 1.84, 1.82, -0.77, -0.83, 0.78, -0.27, -0.30, -0.31, 2.29, -1.11, -0.85, -0.97, -0.63, 0.80, -0.49, -0.09, -0.63, -0.72, 0.18, 0.21, 0.22, 0.20, 0.21, 0.24, 0.24, 0.24]}



{"formula": "C4H10N2", "method": "ωB97M-V/def2-TZVPD", "relative_energy_ev": 2.103, "charge": 1, "multiplicity": 2, "lumo_energy_ev": [-2.8, -7.4], "homo_ev": [-12.900, -11.610], "energy_ha": -267.571457, "symbols": ["C", "C", "N", "H", "H", "H", "H", "H", "C", "C", "N", "H", "H", "H", "H", "H"], "positions_angstrom": [[0.424, -1.820, 0.965], [-0.299, -0.944, 1.736], [-1.693, -0.835, 1.750], [-0.156, -2.655, 0.522], [1.481, -1.724, 0.909], [0.217, -0.257, 2.413], [-2.260, -1.302, 1.031], [-2.205, -0.179, 2.344], [1.467, 1.415, -0.640], [0.794, 0.934, -1.746], [-0.572, 1.011, -1.903], [1.025, 2.158, 0.019], [2.497, 1.088, -0.566], [1.294, 0.417, -2.600], [-1.068, 1.818, -1.420], [-0.945, 0.874, -2.815]], "nbo_charge": [-0.28, 0.07, -0.67, 0.22, 0.24, 0.23, 0.42, 0.43, -0.43, 0.06, -0.74, 0.22, 0.23, 0.23, 0.40, 0.40]}



{"formula": "C25H23IrN5O11S", "method": "ωB97M-V/def2-TZVPD", "relative_energy_ev": 0.334, "charge": -1, "lumo_energy_ev": 1.9, "homo_ev": -5.404, "energy_ha": -2570.687849, "symbols": ["Ir", "O", "C", "C", "C", "C", "C", "C", "C", "N", "C", "C", "N", "H", "H", "H", "H", "H", "H", "H", "O", "C", "O", "C", "C", "N", "N", "C", "C", "O", "O", "H", "H", "H", "O", "C", "O", "H", "C", "C", "C", "C", "C", "C", "C", "S", "O", "O", "N", "C", "C", "C", "O", "O", "H", "H", "H", "H", "H", "H", "H", "H", "H", "H", "H", "H"], "positions_angstrom": [[1.443, -0.616, 0.583], [3.165, -1.417, -0.109], [4.312, -0.809, 0.019], [5.473, -1.608, 0.101], [6.729, -1.058, 0.190], [6.901, 0.328, 0.209], [5.784, 1.130, 0.125], [4.494, 0.599, 0.013], [3.361, 1.508, -0.101], [2.076, 1.218, 0.025], [1.345, 2.378, -0.107], [2.205, 3.395, -0.355], [3.466, 2.835, -0.355], [5.326, -2.680, 0.106], [7.592, -1.709, 0.264], [7.885, 0.766, 0.303], [5.922, 2.205, 0.171], [0.278, 2.367, 0.043], [2.042, 4.446, -0.511], [4.329, 3.320, -0.512], [-1.636, -4.884, -1.779], [-1.714, -3.815, -2.550], [-2.375, -3.783, -3.562], [-0.928, -2.626, -2.123], [-0.902, -1.428, -2.804], [-0.066, -0.608, -2.141], [0.447, -1.217, -1.073], [-0.065, -2.430, -1.028], [0.243, -3.210, 0.216], [-0.167, -4.373, 0.306], [0.882, -2.557, 1.099], [-1.057, -4.736, -0.965], [-1.405, -1.137, -3.709], [0.105, 0.375, -2.273], [2.503, -0.221, 2.268], [1.996, -0.299, 3.454], [0.842, -0.532, 3.760], [2.759, -0.093, 4.228], [-2.373, 2.097, -3.521], [-2.985, 1.730, -2.194], [-2.708, 2.477, -1.051], [-3.282, 2.157, 0.168], [-4.138, 1.068, 0.251], [-4.405, 0.293, -0.867], [-3.838, 0.636, -2.085], [-4.917, 0.687, 1.803], [-5.406, 1.925, 2.339], [-5.798, -0.419, 1.554], [-3.743, 0.188, 2.795], [-2.975, -1.018, 2.447], [-1.510, -0.803, 2.818], [-1.002, 0.450, 2.131], [-1.332, 1.553, 2.559], [-0.373, 0.294, 1.008], [-2.004, 3.122, -3.514], [-3.099, 1.999, -4.329], [-1.528, 1.449, -3.772], [-2.045, 3.332, -1.121], [-3.064, 2.744, 1.051], [-5.079, -0.548, -0.779], [-4.079, 0.051, -2.966], [-3.130, 0.965, 3.054], [-3.071, -1.243, 1.380], [-3.378, -1.865, 3.001], [-0.917, -1.664, 2.515], [-1.412, -0.680, 3.896]], "nbo_charge": [1.31, -0.69, 0.40, -0.23, -0.20, -0.29, -0.16, -0.22, 0.41, -0.44, -0.08, -0.10, -0.51, 0.22, 0.20, 0.20, 0.18, 0.26, 0.22, 0.42, -0.68, 0.80, -0.61, -0.26, 0.03, -0.30, -0.20, 0.06, 0.78, -0.67, -0.65, 0.51, 0.24, 0.43, -0.73, 0.67, -0.67, 0.07, -0.62, -0.02, -0.24, -0.10, -0.37, -0.18, -0.22, 2.34, -0.95, -0.96, -0.89, -0.22, -0.53, 0.85, -0.70, -0.79, 0.22, 0.22, 0.20, 0.20, 0.24, 0.25, 0.21, 0.44, 0.19, 0.20, 0.25, 0.24]}